Entry 1:
ORCA calculation (ωB97M-V/def2-TZVPD) on C5H5NO3 in the gas phase.

Atoms and positions in Å:
1 H -1.2283 2.6247 0.8099
2 N -0.4238 2.0786 0.5156
3 C -0.4354 0.9908 -0.1095
4 C 0.8043 0.0141 -0.1252
5 C 2.1124 0.4483 0.4824
6 C 3.2856 0.7101 -0.1001
7 O 4.3157 1.1545 -0.4591
8 O -1.5951 0.3488 -0.6168
9 C -2.7507 0.6335 -0.1875
10 O -3.1302 1.5199 0.5761
11 H 0.8755 -0.3561 -1.1784
12 H 0.4203 -0.8849 0.5297
13 H 2.2319 0.4817 1.5502
14 H -3.4074 -0.0388 -0.7416

Atoms 1-2, force components in eV/Å:
H -0.26 -0.59 -0.85
N 1.12 -0.63 -0.10

The calculation puts the HOMO energy at -9.239 eV. The largest force on an atom comes out at 0.0987 hartree/bohr. The calculation puts the energy above the lowest of the compared OMol25 structures with the same formula, charge and spin at 34.7 kcal per mole. The value obtained for the HOMO-LUMO gap is 9.610 eV. The net charge is 0.

natural (NBO) population analysis, charges in e, atoms 1 to 6: 0.41, -0.65, 0.54, -0.46, -0.54, 0.73



Entry 2:
ORCA calculation (ωB97M-V/def2-TZVPD) on a molecular structure, C27H31AuN4OSSi.

Atoms and positions in Å:
1 Au -0.2549 0.2489 -0.0182
2 N 2.4522 2.5485 2.5560
3 C 1.4707 1.7193 2.1563
4 S 0.1503 2.4314 1.3228
5 N 1.5576 0.4589 2.5047
6 N 0.6978 -0.4018 2.0233
7 C 0.7213 -1.6701 2.2779
8 C -0.3725 -2.5305 2.0085
9 C -0.2585 -3.8881 2.3606
10 C -1.3037 -4.7656 2.2308
11 C -2.5423 -4.2942 1.7734
12 C -2.6827 -2.9930 1.3769
13 C -1.6101 -2.0564 1.4371
14 O -1.8007 -0.8720 1.0061
15 H 2.4126 3.5092 2.2660
16 H 3.2189 2.2018 3.1054
17 H 1.6115 -2.1035 2.7387
18 H 0.6815 -4.2224 2.7783
19 H -1.1862 -5.8054 2.5020
20 H -3.3894 -4.9666 1.7366
21 H -3.6402 -2.6105 1.0529
22 C 1.3860 0.9821 -1.1372
23 Si 1.6580 -0.0389 -2.6914
24 C -0.1260 -0.5907 -3.1802
25 N -0.8715 -1.0800 -2.0212
26 C -0.5645 -2.4898 -1.7276
27 C -1.7723 -3.4149 -1.8702
28 C -2.5020 -3.1374 -3.1791
29 C -2.9905 -1.6801 -3.2183
30 C -2.3079 -0.8424 -2.1301
31 C 2.8729 -1.4813 -2.4672
32 C 2.9101 -2.5475 -3.3628
33 C 3.8428 -3.5625 -3.2388
34 C 4.7721 -3.5298 -2.2131
35 C 4.7586 -2.4743 -1.3178
36 C 3.8200 -1.4656 -1.4473
37 C 2.3496 1.0932 -4.0528
38 C 3.5922 0.8691 -4.6382
39 C 4.1050 1.7427 -5.5806
40 C 3.3869 2.8666 -5.9501
41 C 2.1539 3.1112 -5.3696
42 C 1.6454 2.2336 -4.4307
43 H 1.1853 2.0219 -1.3780
44 H 2.2485 0.9794 -0.4761
45 H -0.1409 -1.3250 -3.9936
46 H -0.6356 0.2975 -3.5564
47 H -0.1682 -2.5793 -0.7113
48 H 0.2201 -2.8255 -2.4096
49 H -2.4510 -3.2787 -1.0297
50 H -1.4311 -4.4497 -1.8415
51 H -3.3434 -3.8237 -3.2947
52 H -1.8176 -3.3238 -4.0103
53 H -4.0690 -1.6267 -3.0600
54 H -2.7897 -1.2434 -4.1986
55 H -2.7479 -1.0554 -1.1546
56 H -2.4551 0.2220 -2.3310
57 H 2.2030 -2.5789 -4.1811
58 H 3.8505 -4.3788 -3.9473
59 H 5.5055 -4.3179 -2.1169
60 H 5.4867 -2.4352 -0.5203
61 H 3.8277 -0.6451 -0.7453
62 H 4.1613 -0.0031 -4.3473
63 H 5.0706 1.5489 -6.0242
64 H 3.7885 3.5522 -6.6820
65 H 1.5921 3.9908 -5.6461
66 H 0.6864 2.4363 -3.9754

Atoms 1-2, force components in eV/Å:
Au 0.41 0.02 -0.97
N 0.19 0.45 0.07

The calculation puts the HOMO energy (alpha / beta) at -6.842 / -6.841 eV. The largest force on an atom comes out at 0.0538 hartree/bohr. The calculation puts the energy above the lowest of the compared OMol25 structures with the same formula, charge and spin at 18.8 kcal per mole. The value obtained for the HOMO-LUMO gap (alpha / beta) is 5.349 / 5.350 eV. The net charge is 0.

natural (NBO) population analysis, charges in e, atoms 1 to 6: 1.17, -0.79, 0.25, -0.21, -0.42, -0.34



Entry 3:
ORCA calculation (ωB97M-V/def2-TZVPD) on C2H9N3O in the gas phase.

Atoms and positions in Å:
1 C 1.9697 -0.5580 0.2748
2 C 0.6142 0.4908 -0.5251
3 O 0.8173 1.8507 -0.0728
4 N -0.5959 -0.0380 0.0006
5 N -1.6439 0.9275 0.1588
6 N -1.0814 -1.3653 -0.3139
7 H 2.5794 -0.0648 1.0356
8 H 2.7114 -0.9708 -0.4179
9 H 1.3534 -1.3286 0.6625
10 H 0.8484 0.4351 -1.6317
11 H -0.0719 2.1064 0.3383
12 H -2.4296 0.6721 -0.4310
13 H -1.8946 0.9310 1.1152
14 H -1.9615 -1.1332 -0.7138
15 H -1.2150 -1.9548 0.5204

Atoms 1-2, force components in eV/Å:
C -1.52 1.89 -1.94
C 4.51 -0.54 0.88

The calculation puts the HOMO energy at -8.387 eV. The largest force on an atom comes out at 0.0900 hartree/bohr. The calculation puts the energy above the lowest of the compared OMol25 structures with the same formula, charge and spin at 101.7 kcal per mole. The value obtained for the HOMO-LUMO gap is 9.162 eV. The net charge is 0.

natural (NBO) population analysis, charges in e, atoms 1 to 6: -0.63, 0.30, -0.73, -0.22, -0.68, -0.65



Entry 4:
ORCA calculation (ωB97M-V/def2-TZVPD) on C11H19NS in the gas phase.

Atoms and positions in Å:
1 C 0.1011 -1.4731 0.3130
2 C 1.5140 -2.0359 0.3874
3 C -1.4839 0.2710 0.6879
4 C 2.1394 0.1838 -0.3255
5 C 2.6227 -1.3903 0.0590
6 C 0.6061 0.8777 -0.2050
7 C 4.0491 -1.7382 -0.0023
8 C 0.5736 2.9598 1.2024
9 C -4.1713 0.0055 -1.1460
10 C 0.4836 2.3488 -0.2030
11 C -3.5026 -1.2330 -0.5895
12 N -0.2383 -0.0222 0.2837
13 S -2.7075 -0.9001 1.0518
14 H -0.3616 -1.9124 -0.5816
15 H -0.4459 -1.8693 1.1737
16 H 1.5080 -3.0791 0.6849
17 H -1.7795 1.3027 0.7152
18 H 2.7832 0.8348 0.2700
19 H 2.4311 0.3184 -1.3699
20 H 4.3904 -1.7347 -1.0384
21 H 4.2088 -2.7296 0.4181
22 H 4.6459 -1.0125 0.5498
23 H 1.5221 2.7002 1.6674
24 H -0.2270 2.5842 1.8345
25 H 0.4954 4.0426 1.1473
26 H -3.4333 0.7862 -1.3236
27 H -4.6674 -0.2221 -2.0883
28 H -4.9102 0.3819 -0.4418
29 H 1.2817 2.7589 -0.8252
30 H -0.4725 2.6293 -0.6569
31 H -2.7328 -1.6099 -1.2636
32 H -4.2225 -2.0234 -0.3857

Atoms 1-2, force components in eV/Å:
C 0.03 -0.85 0.07
C 0.15 0.11 -0.02

The calculation puts the HOMO energy at -6.431 eV. The largest force on an atom comes out at 0.1121 hartree/bohr. The calculation puts the energy above the lowest of the compared OMol25 structures with the same formula, charge and spin at 44.4 kcal per mole. The value obtained for the HOMO-LUMO gap is 7.201 eV. The net charge is 0.

natural (NBO) population analysis, charges in e, atoms 1 to 6: -0.25, -0.23, -0.44, -0.47, 0.07, 0.18



Entry 5:
ORCA calculation (ωB97M-V/def2-TZVPD) on C4H8O2 in the gas phase.

Atoms and positions in Å:
1 C 1.6270 -0.3944 0.6243
2 C 0.1543 -0.0229 0.7310
3 O -0.0326 1.3772 0.6374
4 C -0.7180 -0.5603 -0.4211
5 C -1.8614 0.3323 -0.6518
6 O -0.5085 0.3494 -1.5783
7 H 2.0478 -0.0510 -0.3291
8 H 2.1917 0.0786 1.4348
9 H 1.7619 -1.4823 0.6925
10 H -0.2677 -0.4188 1.6713
11 H -0.0349 1.1103 -1.1081
12 H -0.6425 -1.6042 -0.7293
13 H -1.0923 1.3702 0.3369
14 H -2.6247 -0.0841 -1.3103

Atoms 1-2, force components in eV/Å:
C -0.04 0.04 -0.03
C -0.01 -0.19 -0.07

The calculation puts the HOMO energy at -8.889 eV. The largest force on an atom comes out at 0.0218 hartree/bohr. The calculation puts the energy above the lowest of the compared OMol25 structures with the same formula, charge and spin at 109.0 kcal per mole. The value obtained for the HOMO-LUMO gap is 9.840 eV. The net charge is 0.

natural (NBO) population analysis, charges in e, atoms 1 to 6: -0.63, 0.06, -0.78, -0.01, -0.29, -0.54



Entry 6:
ORCA calculation (ωB97M-V/def2-TZVPD) on 3 unconnected molecules or ions with the total composition C3H10N2O3.

Atoms and positions in Å:
1 N -1.8035 0.4167 0.5612
2 C -1.7417 1.5132 0.0639
3 O -1.9091 2.4199 -0.6406
4 H -1.9971 0.1486 1.5029
5 C 1.3309 0.2378 -0.7197
6 O 0.7585 1.5288 -0.3224
7 N 0.9700 2.5206 -1.3361
8 H 0.7060 -0.1741 -1.5123
9 H 1.3295 -0.3055 0.2204
10 H 2.3563 0.3574 -1.0753
11 H 1.4009 3.3122 -0.8518
12 H 0.0308 2.8178 -1.6331
13 C -0.1186 -2.6877 1.2176
14 O -0.4405 -2.2806 -0.0887
15 H -0.9538 -2.5452 1.9098
16 H 0.1173 -3.7461 1.1652
17 H 0.7561 -2.1575 1.6069
18 H -0.7921 -1.3762 -0.0680

Atoms 1-2, force components in eV/Å:
N 0.44 -0.60 0.37
C -1.31 -0.43 -0.71

The calculation puts the HOMO energy at -9.741 eV. The largest force on an atom comes out at 0.0334 hartree/bohr. The calculation puts the energy above the lowest of the compared OMol25 structures with the same formula, charge and spin at 80.4 kcal per mole. The value obtained for the HOMO-LUMO gap is 10.346 eV. The net charge is 0.

natural (NBO) population analysis, charges in e, atoms 1 to 6: -0.82, 0.91, -0.52, 0.43, -0.25, -0.46



Entry 7:
ORCA calculation (ωB97M-V/def2-TZVPD) on 14 unconnected molecules or ions with the total composition H28O14.

Atoms and positions in Å:
1 O 0.6451 0.4979 -3.4269
2 H 0.8222 0.7037 -2.5015
3 H 0.0828 1.1941 -3.7510
4 O 2.7240 3.5743 -0.7454
5 H 2.1231 3.0697 -1.2967
6 H 3.0397 2.9843 -0.0526
7 O -1.7270 0.7961 -2.5255
8 H -1.9068 1.1907 -1.6692
9 H -1.4675 -0.1158 -2.3516
10 O 2.1028 -0.8071 0.8137
11 H 1.6039 -0.4985 1.5746
12 H 1.6387 -1.4885 0.3260
13 O 3.1120 0.6188 -4.1637
14 H 3.1176 0.1759 -3.3106
15 H 2.2453 0.9840 -4.1646
16 O -0.0511 0.9582 -0.2126
17 H 0.5568 0.8342 0.5597
18 H -0.7822 1.3372 0.2995
19 O 0.7938 2.0327 2.3465
20 H 1.0908 2.6130 3.0542
21 H 0.5084 2.5994 1.6549
22 O -0.2698 -2.2147 -2.2961
23 H -0.6391 -3.0979 -2.1563
24 H 0.6745 -2.4156 -2.3523
25 O -0.8135 -2.1933 3.1277
26 H 0.0366 -1.7573 3.1286
27 H -0.9951 -2.7068 2.3470
28 O -4.8132 1.4671 0.7264
29 H -4.9944 0.5199 0.7948
30 H -4.5235 1.6266 1.6249
31 O -0.5164 -2.0246 0.5636
32 H -0.7774 -1.1672 0.9236
33 H -0.3679 -1.8449 -0.3766
34 O -2.0394 0.5419 2.0121
35 H -2.8271 0.0386 1.8134
36 H -1.9353 0.5655 2.9690
37 O -3.2628 -2.8455 0.8586
38 H -2.4400 -3.0141 0.3692
39 H -3.0363 -2.8645 1.7920
40 O 4.3554 0.3326 1.4637
41 H 3.8047 -0.4593 1.3320
42 H 5.1077 0.2592 0.8772

Atoms 1-2, force components in eV/Å:
O 0.87 -0.41 -0.06
H -0.48 0.15 0.04

The calculation puts the HOMO energy at -10.516 eV. The largest force on an atom comes out at 0.0390 hartree/bohr. The calculation puts the energy above the lowest of the compared OMol25 structures with the same formula, charge and spin at 56.1 kcal per mole. The value obtained for the HOMO-LUMO gap is 10.086 eV. The net charge is 0.

natural (NBO) population analysis, charges in e, atoms 1 to 6: -0.96, 0.48, 0.49, -0.95, 0.47, 0.48



Entry 8:
ORCA calculation (ωB97M-V/def2-TZVPD) on a molecular structure, C36H42Cl8FI2OPSi.

Atoms and positions in Å:
1 C 8.9485 -0.8600 -2.4868
2 C 7.5758 -0.1710 -2.5472
3 C 6.5430 -0.7698 -1.5695
4 C 5.3061 -1.3794 -2.2387
5 O 4.0688 -0.8297 -1.7695
6 Si 3.1244 0.0038 -2.8356
7 C 1.6611 0.6567 -1.8025
8 C 0.5044 1.2967 -2.5446
9 F 2.1123 1.4886 -0.7737
10 C 4.1125 1.4607 -3.5718
11 I 5.0422 2.6179 -2.0142
12 C 3.2518 2.3822 -4.5012
13 C 4.0626 2.7339 -5.7421
14 I 2.7482 4.2723 -3.5816
15 P 2.2156 -1.3740 -4.3520
16 C 1.6119 -0.3632 -5.7786
17 C 3.4981 -2.4463 -5.1444
18 C 3.9144 -3.6289 -4.2451
19 H 9.7068 -0.1515 -2.8224
20 H 9.0115 -1.7237 -3.1453
21 H 9.1992 -1.1254 -1.4622
22 H 7.2037 -0.2335 -3.5699
23 H 7.7344 0.8729 -2.2870
24 H 6.2126 -0.0056 -0.8691
25 H 7.0201 -1.5395 -0.9631
26 H 5.3949 -1.3538 -3.3285
27 H 5.2788 -2.4332 -1.9595
28 H 1.2460 -0.2349 -1.3299
29 H -0.2666 1.5360 -1.8092
30 H 0.0422 0.5770 -3.2263
31 H 0.7719 2.2345 -3.0228
32 H 4.9433 1.0947 -4.1725
33 H 2.2836 1.9557 -4.7328
34 H 3.5561 3.5152 -6.3052
35 H 4.2293 1.8579 -6.3699
36 H 5.0145 3.1627 -5.4299
37 H 2.3577 0.3527 -6.1195
38 H 0.7067 0.1717 -5.5066
39 H 1.3978 -1.0344 -6.6079
40 H 4.3537 -1.8960 -5.5356
41 H 2.9840 -2.8559 -6.0152
42 H 4.9663 -3.5606 -3.9855
43 H 3.7428 -4.5741 -4.7527
44 H 3.3340 -3.6386 -3.3231
45 Cl 1.9563 -2.5620 -0.4839
46 C 0.8141 -3.2256 0.6297
47 C 0.6448 -4.5960 0.7630
48 Cl 1.5783 -5.7119 -0.1744
49 C -0.2865 -5.0928 1.6620
50 C -1.0457 -4.2250 2.4279
51 C -0.8764 -2.8526 2.3003
52 C 0.0534 -2.3584 1.4004
53 H -0.4148 -6.1616 1.7602
54 H -1.7682 -4.6269 3.1244
55 H -1.4585 -2.1674 2.8926
56 H 0.1932 -1.2913 1.2933
57 Cl -3.1365 -2.8608 4.7278
58 C -3.6231 -1.5339 5.7281
59 C -2.8716 -1.1535 6.8309
60 Cl -1.4116 -1.9798 7.2498
61 C -3.2902 -0.0900 7.6168
62 C -4.4525 0.5941 7.3029
63 C -5.1997 0.2139 6.1966
64 C -4.7859 -0.8483 5.4111
65 H -2.7018 0.2009 8.4758
66 H -4.7798 1.4243 7.9176
67 H -6.1080 0.7457 5.9458
68 H -5.3645 -1.1496 4.5492
69 Cl -6.2644 1.8484 10.2598
70 C -6.8711 3.4617 10.1334
71 C -6.7512 4.1917 8.9596
72 Cl -5.9959 3.5320 7.5455
73 C -7.2456 5.4864 8.8981
74 C -7.8591 6.0503 10.0027
75 C -7.9827 5.3185 11.1753
76 C -7.4890 4.0275 11.2390
77 H -7.1475 6.0505 7.9815
78 H -8.2404 7.0605 9.9474
79 H -8.4632 5.7527 12.0410
80 H -7.5810 3.4521 12.1492
81 Cl -1.3483 -1.2593 -3.7666
82 C -2.7849 -0.5904 -4.4604
83 C -3.6188 0.2513 -3.7369
84 Cl -3.2661 0.6786 -2.0999
85 C -4.7642 0.7642 -4.3280
86 C -5.0758 0.4408 -5.6371
87 C -4.2405 -0.3979 -6.3618
88 C -3.0984 -0.9121 -5.7732
89 H -5.4105 1.4169 -3.7585
90 H -5.9710 0.8432 -6.0908
91 H -4.4784 -0.6525 -7.3855
92 H -2.4439 -1.5672 -6.3310

Atoms 1-2, force components in eV/Å:
C -0.06 0.56 -0.24
C 0.34 -0.36 0.52

The calculation puts the HOMO energy at -7.985 eV. The largest force on an atom comes out at 0.0259 hartree/bohr. The calculation puts the energy above the lowest of the compared OMol25 structures with the same formula, charge and spin at 0.0 kcal per mole. The value obtained for the HOMO-LUMO gap is 8.154 eV. The net charge is 0.

Löwdin population analysis, charges in e, atoms 1 to 6: -0.11, -0.27, -0.19, -0.26, -0.29, 0.34